Formula: C39H28AuI2N2OP2Te
Source: the Open Molecules 2025 dataset
Level of theory: ωB97M-V with the def2-TZVPD basis set

## Properties
- Strongest force on any atom: 2.40 eV/Å
- HOMO (spin up / spin down): -8.93 / -8.92 eV
- Energy: -91681.0261 eV
- 2S+1: 3
- E_LUMO (spin up / spin down): -3.60 / -6.65 eV
- Total charge: +1

```
76
C39H28AuI2N2OP2Te (ωB97M-V with the def2-TZVPD basis set)
H 3.34 -1.89 5.48
C -4.44 2.58 2.84
H -0.13 -1.37 -3.62
C -0.50 4.35 1.83
C -1.12 2.31 -1.78
C -1.47 6.35 0.17
C 4.32 -2.59 2.98
C -6.80 -0.63 1.93
C -2.41 -0.55 -1.26
C -4.51 -1.34 1.95
N 1.60 -0.15 2.53
Au 0.90 0.96 0.55
H -4.11 4.08 1.33
H -2.19 -1.81 -4.89
C -0.87 4.05 0.52
C -2.58 2.23 -3.67
H 0.65 2.14 -4.65
C -4.20 -0.33 1.04
H -4.54 -0.55 -1.56
C -3.57 -0.75 -2.00
H -0.43 5.85 3.36
H -0.26 -0.67 -1.25
C 1.17 0.02 3.75
H -7.43 2.21 4.36
I 5.41 -3.63 4.45
I 4.32 -2.62 -1.38
H -6.06 -2.26 3.10
C -2.40 2.31 -2.30
H -7.25 1.06 0.69
C 4.62 -2.85 1.65
C -2.29 1.64 0.73
C -6.49 0.39 1.03
H -3.58 2.20 -4.08
C -2.25 -1.44 -3.88
H -1.59 4.84 -1.35
H -5.14 1.22 4.36
C -1.18 6.62 1.50
Te -2.43 1.86 2.87
N -7.01 3.58 2.92
C -1.34 5.06 -0.32
C -1.49 2.17 -4.52
C -5.19 0.54 0.60
H 0.98 2.24 -2.20
C -4.81 3.63 2.01
C -0.68 5.63 2.33
H -1.32 7.62 1.88
C -5.38 2.04 3.71
H -7.82 -0.75 2.26
C -5.82 -1.48 2.39
H 5.38 -3.57 1.40
O 2.42 -0.56 -0.04
C 3.29 -1.68 3.33
H -0.02 3.59 2.44
H 0.31 0.68 3.86
H -3.26 2.35 -1.64
C -1.17 -0.79 -1.84
H -1.81 7.13 -0.48
C -0.20 2.19 -3.99
C -1.09 -1.21 -3.15
C 2.62 -0.99 2.29
C -3.49 -1.21 -3.30
H 1.37 -0.42 5.85
C 2.96 -1.20 0.89
C -6.66 2.58 3.70
C 1.77 -0.59 4.85
H -6.45 4.93 1.49
P -0.81 2.32 0.00
H -4.93 1.34 -0.08
H -3.74 -2.01 2.29
H -1.63 2.10 -5.58
C 3.94 -2.19 0.64
C -0.02 2.25 -2.62
C -6.12 4.10 2.10
P -2.47 -0.13 0.51
C 2.85 -1.42 4.64
H -4.39 -1.40 -3.86
```

Formula: C8H17NO
Source: the Open Molecules 2025 dataset
Level of theory: ωB97M-V with the def2-TZVPD basis set

## Properties
- Strongest force on any atom: 3.77 eV/Å
- HOMO: -6.98 eV
- Energy: -12105.4467 eV
- E_LUMO: 0.79 eV
- Energy above the lowest of the compared OMol25 structures with the same formula, charge and spin: 475.0 kJ/mol
- Total charge: 0

```
27
C8H17NO (ωB97M-V with the def2-TZVPD basis set)
H -1.50 1.84 1.47
C 2.46 1.08 -1.30
O -2.75 0.64 -0.56
H 2.50 0.74 -2.33
C -1.94 -0.89 1.81
H 0.67 -2.61 -2.56
C 1.32 -1.20 -0.92
C -1.36 0.52 -0.24
H 3.32 1.73 -1.12
H -1.96 -1.92 2.18
H 0.74 -0.51 1.26
H -2.88 1.46 -1.04
H -0.77 0.46 -1.17
H -1.64 -1.57 -0.22
C -1.22 -0.84 0.47
H 3.39 -0.63 -0.37
N 0.19 -1.20 0.67
C -0.89 1.72 0.57
H -0.97 2.63 -0.02
C 2.43 -0.11 -0.35
H -1.44 -0.27 2.55
H -2.97 -0.55 1.70
H 0.15 1.60 0.87
C 0.96 -1.91 -1.83
H 2.30 0.24 0.68
H 1.55 1.68 -1.20
H 0.27 -2.15 1.01
```

Formula: C5H4N2O
Source: the Open Molecules 2025 dataset
Level of theory: ωB97M-V with the def2-TZVPD basis set

## Properties
- Strongest force on any atom: 7.43 eV/Å
- HOMO: -9.19 eV
- Energy: -10271.9943 eV
- E_LUMO: -0.10 eV
- Energy above the lowest of the compared OMol25 structures with the same formula, charge and spin: 460.0 kJ/mol
- Total charge: 0

```
12
C5H4N2O (ωB97M-V with the def2-TZVPD basis set)
N 1.38 1.63 -0.86
C 0.10 0.84 0.60
C -0.72 -1.23 0.05
H -1.43 -2.10 -0.42
H 2.12 0.03 -1.83
C -1.75 -0.41 0.64
N 0.74 1.90 0.40
C 0.67 -0.49 -0.01
C 1.35 0.31 -1.18
O -1.21 0.81 1.10
H -2.76 -0.50 0.88
H 1.52 -0.79 0.63
```

Formula: C6H13N3
Source: the Open Molecules 2025 dataset
Level of theory: ωB97M-V with the def2-TZVPD basis set

## Properties
- Strongest force on any atom: 3.15 eV/Å
- HOMO: -7.47 eV
- Energy: -10901.3782 eV
- E_LUMO: 0.80 eV
- Energy above the lowest of the compared OMol25 structures with the same formula, charge and spin: 196.2 kJ/mol
- Total charge: 0

```
22
C6H13N3 (ωB97M-V with the def2-TZVPD basis set)
C 1.48 -0.47 1.13
H -0.58 2.11 2.20
H -2.35 -1.96 1.56
H 1.32 -1.12 0.27
H -1.60 -1.13 -1.53
C -0.27 0.25 -1.88
H 1.72 -1.11 1.98
N -1.20 -0.28 -1.17
H 0.71 0.33 -3.67
C 0.31 1.53 2.00
C 0.26 0.35 1.40
H 1.25 1.98 2.30
H -1.93 0.39 1.18
H -0.38 -0.96 -3.52
H 2.34 0.16 0.90
C -1.36 -1.62 1.31
C -1.12 -0.32 1.07
H 1.27 1.56 -1.76
N 0.32 1.41 -1.46
N 0.22 -0.30 -3.05
H 0.16 1.57 -0.46
H -0.59 -2.37 1.21
```

Formula: CH6N2P
Source: the Open Molecules 2025 dataset
Level of theory: ωB97M-V with the def2-TZVPD basis set

## Properties
- Strongest force on any atom: 6.56 eV/Å
- HOMO: -15.13 eV
- Energy: -13392.0045 eV
- E_LUMO: -5.53 eV
- Energy above the lowest of the compared OMol25 structures with the same formula, charge and spin: 398.5 kJ/mol
- Total charge: +1

```
10
CH6N2P (ωB97M-V with the def2-TZVPD basis set)
H 1.58 0.98 1.26
H 1.11 -1.73 -0.10
P -1.58 0.58 0.39
H -1.33 1.90 0.09
N 1.30 1.23 0.34
H 1.93 0.99 -0.32
N 0.16 -1.47 -0.37
H -0.53 -2.15 -0.52
C -0.15 -0.26 -0.02
H -2.49 -0.06 -0.75
```

Formula: C33H72N9O9P4
Source: the Open Molecules 2025 dataset
Level of theory: ωB97M-V with the def2-TZVPD basis set

## Properties
- Strongest force on any atom: 8.49 eV/Å
- HOMO: -9.62 eV
- Energy: -104366.1173 eV
- E_LUMO: -4.39 eV
- Total charge: +1

```
127
C33H72N9O9P4 (ωB97M-V with the def2-TZVPD basis set)
N 1.43 -6.14 -0.79
O -4.46 1.00 -4.01
H 1.41 -9.31 -3.72
H 2.82 -0.76 -0.26
H 3.43 -8.67 1.58
H -0.16 -1.08 3.44
C 0.68 -1.14 -1.70
H 1.80 -8.17 2.05
H -7.13 1.61 1.64
C -2.46 -0.29 -1.30
H 1.71 -10.37 -0.95
H -0.73 -9.62 -3.26
H 1.82 0.72 1.67
P -1.60 -1.79 1.10
H 1.38 6.23 3.28
C -4.33 3.15 -1.64
H -4.77 -1.56 -3.79
C 2.76 -5.98 -1.37
C 2.91 0.90 1.43
H -4.41 4.01 -0.93
C -5.81 2.75 -2.00
H 5.80 4.79 -0.20
C -3.19 1.17 -3.41
O -2.30 1.54 -4.09
H 0.41 7.26 2.26
H 1.48 -1.89 -1.95
H -0.15 -1.64 -3.68
O 2.98 1.30 0.07
H -3.32 4.79 1.11
H -6.26 3.35 -2.83
N 0.54 -8.56 -1.95
C -2.40 -0.37 0.15
H 2.88 -6.50 -2.31
H -1.51 2.18 2.87
C -0.44 -1.01 -2.79
H 2.52 4.01 -1.13
C 1.19 -5.10 0.21
C 1.53 -8.48 -3.01
P 3.78 5.92 1.76
C -0.75 -0.91 4.37
H 1.04 7.96 0.26
C -3.13 3.84 1.68
O -1.23 -3.11 0.15
H -3.77 3.51 -2.55
H -3.79 -1.93 1.89
H -3.27 4.11 2.76
H 1.65 -5.34 1.18
H -2.06 3.58 1.44
H -7.50 2.11 -0.88
C 1.44 7.06 2.58
H 2.94 -7.03 1.32
N 2.09 -8.44 -0.06
C 6.39 6.59 1.91
C 4.83 4.29 -0.14
H 5.61 6.96 -0.77
H 1.58 -4.13 -0.11
H 3.46 -0.05 1.66
H 3.26 1.68 2.14
N 2.28 6.73 1.43
H -2.07 -3.51 -0.16
N 3.73 5.24 0.12
H 2.39 3.64 0.60
H -1.52 -9.05 -1.82
H -2.53 -1.25 -3.21
C 2.79 0.20 -0.83
H -2.96 -3.40 2.05
H -2.04 -2.41 -1.98
H 2.54 -8.58 -2.63
C -5.11 2.44 2.22
C -0.77 -8.78 -2.56
H 1.81 7.94 3.11
H 2.48 7.45 -0.55
O 3.80 6.33 3.22
H -0.69 0.68 2.23
H 1.16 -10.22 0.72
O -2.82 0.54 2.30
H -2.48 0.47 4.68
O -3.43 -0.81 -5.57
H 0.78 1.02 -1.05
C 2.58 -8.06 1.29
C 1.41 0.27 -1.59
P 0.58 -7.63 -0.49
H 6.10 8.38 0.14
C -1.90 -1.35 -2.28
C -1.43 0.53 4.30
H 4.90 3.52 0.64
C 5.31 7.63 0.05
C 2.50 4.45 -0.13
C -3.09 0.90 -1.89
H 1.59 0.69 -2.62
H 6.78 5.66 1.48
H 2.89 -10.38 0.33
O -4.88 2.07 3.33
H -5.81 -0.45 -5.50
H 2.93 -4.93 -1.62
O -0.79 -7.01 -0.73
H 6.29 6.44 2.99
H 4.70 3.79 -1.10
H 1.59 5.05 -0.10
H 1.43 -7.54 -3.58
C -3.57 1.77 0.46
H 4.45 8.20 -0.29
P -4.62 -0.51 -4.74
N -2.93 0.65 0.95
C 2.10 7.76 0.42
H 3.57 -6.28 -0.70
H 0.13 -4.97 0.37
H -6.66 3.24 0.90
N 5.10 6.96 1.32
H -0.07 -0.94 5.27
C 1.94 -9.92 0.02
H -6.24 0.72 -1.23
H -0.48 0.04 -3.16
H 3.66 0.22 -1.55
H -1.57 -1.66 4.51
C -6.53 1.79 -1.34
H 2.57 8.70 0.72
H 7.14 7.37 1.77
N -4.12 2.84 1.21
C -1.56 1.07 2.81
C -3.65 1.90 -1.01
N -2.91 -2.38 2.14
H -1.12 -7.90 -3.11
H -7.12 3.20 2.62
H 0.33 -1.38 -0.67
C -6.63 2.59 1.81
H -0.88 1.27 4.93
```

Formula: C23H33N4O7S2SiY
Source: the Open Molecules 2025 dataset
Level of theory: ωB97M-V with the def2-TZVPD basis set

## Properties
- Strongest force on any atom: 18.65 eV/Å
- HOMO: 0.62 eV
- Energy: -75242.2638 eV
- E_LUMO: 3.58 eV
- Total charge: -2

```
71
C23H33N4O7S2SiY (ωB97M-V with the def2-TZVPD basis set)
C 0.07 2.81 1.30
H 2.87 4.45 0.00
C -0.50 4.99 2.20
S 3.97 -2.49 0.70
C -0.75 -3.05 -0.90
H -2.37 -0.69 -0.82
O 4.94 -1.72 -0.07
C -2.00 -2.66 -0.14
C 3.55 2.26 2.39
O 4.11 -2.41 2.15
H 0.42 0.21 2.00
N 4.01 3.54 -3.53
H -3.74 1.49 2.66
H 4.60 0.59 -0.15
H -0.19 5.97 2.56
Si 2.80 2.05 0.70
C 3.49 0.50 -0.07
O -1.63 -1.50 0.60
O 3.62 -3.79 0.16
H 2.81 3.33 -1.42
C -2.71 -0.98 1.35
H -2.32 -3.47 0.53
H -4.48 -1.96 -0.82
O -1.24 0.70 -1.77
C -1.85 4.67 2.15
C -2.89 0.54 0.88
H -2.82 -2.41 -0.82
O -1.72 1.15 0.82
C -3.12 -0.47 -0.06
C -1.46 -0.42 -2.63
C -0.26 -1.36 -2.55
N 1.19 0.73 -1.84
H -5.82 0.24 2.61
S 2.26 -1.43 0.39
H -0.97 -3.68 -1.77
H 1.49 4.37 1.81
H 3.24 -0.37 0.56
C -2.36 1.57 -1.74
C -2.27 3.42 1.69
N 1.08 1.85 0.79
H 3.30 1.38 3.02
H -0.09 -3.61 -0.23
C 3.25 3.49 -0.41
H -6.21 -1.49 0.89
H 4.35 3.55 -0.50
H -2.38 -0.93 -2.34
H -2.56 1.97 -2.74
C -5.29 -0.93 0.89
N 2.49 1.46 -3.98
C -1.32 2.44 1.28
H -2.37 -0.09 1.89
C -4.31 -1.19 -0.07
H -3.33 3.26 1.64
H -3.07 -1.71 2.08
C -5.07 0.05 1.86
H -3.53 -0.68 0.68
H 4.65 2.33 2.30
H -0.35 -2.18 -3.26
H -2.59 5.40 2.45
Y 0.00 0.00 0.00
C 3.33 2.62 -3.71
O -0.05 -1.85 -1.23
H 3.06 0.36 -1.08
H 3.17 3.18 2.88
C 1.78 1.07 -2.78
H 0.64 -0.79 -2.80
H -2.12 2.41 -1.07
H -1.57 -0.06 -3.66
C 0.45 4.07 1.78
C -3.87 0.78 1.87
H -3.24 1.06 -1.36
```

Formula: C36H63Cl12F9IN2O8P2
Source: the Open Molecules 2025 dataset
Level of theory: ωB97M-V with the def2-TZVPD basis set

## Properties
- Strongest force on any atom: 1.10 eV/Å
- HOMO: -12.06 eV
- Energy: -259121.0319 eV
- E_LUMO: -2.52 eV
- Total charge: +1

```
133
C36H63Cl12F9IN2O8P2 (ωB97M-V with the def2-TZVPD basis set)
C -2.86 2.29 6.94
H 1.63 -0.06 0.23
H 7.91 -2.65 0.43
F -0.65 -7.71 -2.49
H 3.65 6.23 -2.35
H -5.09 -3.72 -1.66
H 1.43 6.61 -1.19
H -2.15 3.32 -1.79
H 5.50 -1.44 2.75
C 0.03 -2.29 -2.76
H -1.30 1.62 8.24
C 1.56 5.93 -2.02
H 6.77 5.59 -2.44
C 7.22 6.57 -2.55
H 4.47 -0.78 4.02
H -0.15 -3.53 2.42
H 0.70 1.41 0.10
Cl 5.41 7.02 -4.54
H -2.60 0.78 0.22
H 8.00 -2.67 -1.36
Cl 6.41 7.66 -1.39
H 7.12 -0.48 -1.55
H 0.09 -0.23 2.40
F 1.90 -3.56 -3.46
O 5.97 1.85 -0.54
C -6.79 4.55 3.64
F -1.57 -5.80 -2.16
Cl 3.53 4.73 -0.55
C 7.40 -2.37 -0.50
H -4.80 -0.02 -4.06
C -3.03 2.68 -1.88
H -3.57 2.93 -2.79
H -4.03 -1.20 2.76
H -1.66 1.89 -3.75
P 5.06 0.76 -0.16
H -6.85 4.80 4.70
H 1.29 6.43 -2.94
O 4.27 0.94 1.22
H -1.53 -0.95 -1.29
H -1.63 -1.74 0.69
P -4.09 0.21 -1.97
C 0.29 0.00 -1.48
H 6.01 0.84 2.35
C -1.72 1.36 7.26
H 4.56 1.38 3.18
C 0.79 -6.01 -1.69
H -7.17 2.49 4.04
H 8.27 6.52 -2.27
O -4.79 0.63 -3.35
H 0.10 -1.60 0.58
C -0.65 -6.65 -1.71
C 7.10 7.07 -3.97
H -1.74 -1.43 3.31
C -2.57 1.20 -1.90
O -2.58 -0.04 -6.16
O -3.89 0.77 2.09
I 1.16 0.93 -4.35
Cl -2.25 -0.34 7.36
Cl -6.53 2.56 1.78
H -0.91 0.95 1.61
H 3.78 -1.18 2.44
C 3.71 0.47 -1.31
N -1.87 -0.20 -3.90
H 2.29 2.01 -1.93
H -7.45 -4.00 -0.80
C 7.10 -0.87 -0.54
H -2.03 0.27 3.61
C -1.87 0.92 -0.58
F -0.17 -4.08 -0.72
H -1.26 1.78 -0.30
H 3.43 -0.58 -1.17
H 1.14 -1.89 -0.97
C 4.94 0.65 2.47
F 1.47 -6.37 -2.77
C 2.97 5.42 -2.10
H 0.60 -5.05 4.27
C -0.60 -4.51 2.58
H -3.33 -0.95 1.15
H 1.83 -1.18 -2.39
F -0.09 -4.39 -3.78
N -1.01 -0.30 -0.70
C -6.72 -4.81 -0.82
C 4.66 -0.77 2.95
H 3.07 4.64 -2.85
H 4.12 0.60 -2.32
H -0.12 -1.91 -3.76
H -6.85 -5.38 -1.74
Cl -2.31 -4.41 2.09
H -0.96 -2.48 -2.33
C -5.31 -4.28 -0.76
C -3.37 -0.55 2.17
H -0.94 1.42 6.51
C -0.46 -4.91 4.03
H -4.59 -5.09 -0.65
C 0.80 -4.46 -1.58
H 7.80 -0.31 0.08
Cl -1.11 -3.65 5.10
O -4.88 0.49 -0.76
C -0.10 1.00 -2.61
C 2.50 1.40 -1.05
H -7.74 4.79 3.17
H 7.68 6.44 -4.63
O -3.69 -1.35 -2.09
H -3.77 -1.71 -2.98
H 7.44 8.10 -4.06
C -0.82 -1.01 0.62
C 1.27 0.68 -0.49
H 6.46 -2.93 -0.54
H -4.61 0.79 1.43
C -0.85 -0.11 1.86
C -1.56 1.02 -3.09
C 0.88 -1.36 -1.89
C -2.24 -0.07 -5.06
C -2.00 -0.49 2.82
Cl -7.08 -5.90 0.53
H -3.67 2.86 -1.01
H -0.99 -5.84 4.24
H -2.53 3.32 7.01
Cl -5.08 -3.17 0.62
O 5.77 -0.67 0.02
Cl -3.47 2.05 5.28
H 0.08 2.01 -2.22
Cl 0.39 4.59 -1.81
C -6.45 3.09 3.49
H 2.78 2.12 -0.28
Cl -5.55 5.61 2.93
H -3.70 2.14 7.62
F 1.98 -4.11 -1.02
H -5.45 2.88 3.85
C 0.67 -3.66 -2.92
F -1.00 -7.01 -0.50
H -0.11 -5.23 1.93
F 1.41 -6.48 -0.60
```

Formula: C5H8N2
Source: the Open Molecules 2025 dataset
Level of theory: ωB97M-V with the def2-TZVPD basis set

## Properties
- Strongest force on any atom: 2.76 eV/Å
- HOMO: -9.89 eV
- Energy: -8292.6321 eV
- E_LUMO: 0.99 eV
- Energy above the lowest of the compared OMol25 structures with the same formula, charge and spin: 228.1 kJ/mol
- Total charge: 0

```
15
C5H8N2 (ωB97M-V with the def2-TZVPD basis set)
H -2.31 0.70 0.66
N -1.44 -2.18 -0.82
H 1.00 1.24 0.74
C -0.54 -0.41 0.93
C 0.66 0.33 0.29
C -1.03 -1.43 -0.04
H -0.51 -0.88 1.92
C -0.51 1.32 -0.29
H 2.52 -0.02 -0.82
H -0.75 1.02 -1.31
C 1.62 -0.55 -0.51
H -0.46 2.43 -0.24
H 1.97 -1.45 0.04
H 1.10 -0.93 -1.39
N -1.32 0.82 0.83
```